Density functional theory data (ωB97M-V/def2-TZVPD) for an isolated molecule of C11H9FN2O4S.

The calculation puts the max |F| at 10.3 eV/A. The value obtained for the HOMO-LUMO gap is 6.864 eV. Its total energy is -36261.669 eV.

Structure (XYZ):
```
28
C11H9FN2O4S ωB97M-V/def2-TZVPD
C 3.10349 -0.87633 0.40833
C 2.72952 -0.72858 -1.18108
O 2.12069 -1.79019 -1.77951
O 2.97482 0.43958 -2.03965
C 1.86205 1.39959 -2.02024
C 0.63842 1.03590 -0.99352
C -0.59310 -0.02895 -1.29650
C -1.75975 -0.25859 -0.13545
C -2.92598 -1.38725 -0.52347
C -2.49877 -2.74757 0.35019
O -1.74632 -3.71794 -0.23664
F -2.92638 -2.85199 1.78704
C -1.82217 0.51958 1.30675
O -2.90407 0.31010 2.30269
C -0.63356 1.61053 1.63274
N -0.59642 2.41564 2.91299
S 0.84945 3.36864 2.68740
N 1.46200 2.85217 1.09634
C 0.55440 1.80962 0.48300
H 2.08791 -0.78206 1.02038
H 3.89031 -0.05050 0.67417
H 3.48108 -1.98037 0.59115
H 2.32077 2.43349 -1.63980
H 1.42953 1.59733 -3.10901
H -0.55952 -0.59389 -2.32854
H -4.01358 -1.02621 -0.27768
H -2.77136 -1.69406 -1.65714
H -3.75348 0.72234 1.96505
```